Record 1
DFT (ωB97M-V/def2-TZVPD) results for a 2-piece molecular cluster, C4H9NO overall at a distorted geometry.

Summary:
ΔE to the lowest compared entry with this formula, charge and spin: 95.2 kcal/mol
HOMO-LUMO gap: 9.6 eV
Highest occupied orbital energy: -0.3199 Ha
SMILES: C=C1N[C@@H]1C.O
E: -7828.192 eV
Net charge: 0
Multiplicity: 1

Atoms and positions in Å:
C -0.477 0.954 1.970
C 0.467 0.280 1.010
N -0.145 -0.984 0.511
C 0.046 0.136 -0.364
C -0.496 0.545 -1.512
O 0.745 -1.349 -2.316
H -0.294 2.025 2.084
H -1.506 0.795 1.628
H -0.366 0.459 2.938
H 1.520 0.268 1.286
H 0.578 -1.699 0.393
H 0.981 -0.781 -1.534
H -0.103 1.389 -2.069
H -1.303 0.002 -2.000
H 0.152 -2.024 -1.954

---

Record 2
DFT (ωB97M-V/def2-TZVPD) results for a 10-piece molecular cluster, C15H50O10 overall at a distorted geometry.

Summary:
ΔE to the lowest compared entry with this formula, charge and spin: 62.1 kcal/mol
HOMO-LUMO gap: 9.1 eV
Highest occupied orbital energy: -0.3350 Ha
SMILES: CC(C)O.CC(C)O.CC(C)O.CC(C)O.CO.CO.CO.O.O.O
E: -36839.323 eV
Net charge: 0
Multiplicity: 1

Atoms and positions in Å:
O 1.194 -3.000 -0.186
H 0.786 -3.773 0.204
H 0.484 -2.361 -0.253
O -0.632 -0.742 -0.116
H -0.301 -0.030 0.431
H -1.530 -0.880 0.186
O 0.551 1.675 0.897
H 0.017 2.152 1.532
H 1.093 2.349 0.485
C 4.708 -1.600 -1.596
C 4.257 -1.207 -0.159
C 3.168 -0.222 -0.180
O 3.858 -2.358 0.507
H 3.974 -2.218 -2.114
H 5.641 -2.162 -1.648
H 4.731 -0.665 -2.156
H 5.096 -0.743 0.358
H 2.711 0.045 0.773
H 2.346 -0.514 -0.833
H 3.466 0.775 -0.503
H 2.980 -2.538 0.163
C 0.549 -0.672 3.048
C 0.854 -1.151 4.493
C 1.612 -0.085 5.273
O -0.302 -1.437 5.191
H 0.025 -1.484 2.544
H 1.513 -0.360 2.649
H -0.160 0.155 3.100
H 1.453 -2.060 4.441
H 1.716 -0.161 6.355
H 1.227 0.925 5.138
H 2.625 0.027 4.886
H -0.080 -1.996 5.939
C 0.766 2.213 -2.670
C 1.585 3.461 -2.482
C 0.856 4.794 -2.557
O 2.227 3.470 -1.165
H 1.443 1.387 -2.887
H 0.215 2.293 -3.607
H 0.181 1.849 -1.825
H 2.397 3.379 -3.205
H 0.181 4.888 -3.408
H 1.626 5.555 -2.682
H 0.255 4.968 -1.665
H 2.766 4.259 -1.071
C -2.447 2.752 -1.270
C -3.432 2.048 -0.390
C -4.295 0.984 -1.080
O -2.707 1.423 0.624
H -3.007 3.260 -2.055
H -1.991 1.922 -1.809
H -1.732 3.373 -0.731
H -4.125 2.773 0.036
H -4.915 1.483 -1.824
H -4.939 0.576 -0.300
H -3.782 0.174 -1.600
H -2.229 2.127 1.067
C 0.238 -1.943 -3.212
O -0.741 -1.035 -2.779
H 0.215 -2.068 -4.295
H 1.236 -1.587 -2.955
H 0.199 -2.826 -2.574
H -0.790 -0.974 -1.822
C -2.655 -3.692 -1.080
O -2.242 -3.577 0.278
H -2.024 -3.051 -1.695
H -2.552 -4.717 -1.436
H -3.704 -3.422 -1.204
H -2.648 -2.771 0.606
C -3.135 -1.411 2.266
O -3.359 -1.213 0.930
H -4.015 -1.203 2.876
H -2.973 -2.484 2.368
H -2.279 -0.858 2.653
H -3.302 -0.266 0.784

---

Record 3
DFT (ωB97M-V/def2-TZVPD) results for one molecule with the formula C5H7Cl at a distorted geometry.

Summary:
ΔE to the lowest compared entry with this formula, charge and spin: 62.6 kcal/mol
HOMO-LUMO gap: 10.9 eV
Highest occupied orbital energy: -0.3604 Ha
SMILES: C=CC1(Cl)CC1
E: -17817.764 eV
Net charge: 0
Multiplicity: 1

Atoms and positions in Å:
C -1.141 -1.779 -0.129
C 0.135 -1.524 0.105
C 0.214 1.259 0.462
C 0.206 0.937 -1.041
C 0.918 0.034 -0.065
Cl 2.608 -0.229 0.257
H -1.457 -2.748 -0.199
H -1.754 -0.979 -0.363
H 0.837 -2.457 0.329
H 0.850 2.070 0.801
H -0.727 1.057 1.018
H -0.535 0.394 -1.546
H 0.686 1.914 -1.573

---

Record 4
DFT (ωB97M-V/def2-TZVPD) results for one molecule with the formula C3H5NO2 at a distorted geometry.

Summary:
ΔE to the lowest compared entry with this formula, charge and spin: 29.3 kcal/mol
HOMO-LUMO gap: 11.5 eV
Highest occupied orbital energy: -0.3955 Ha
SMILES: [H]/N=C(/C)OC=O
E: -8776.425 eV
Net charge: 0
Multiplicity: 1

Atoms and positions in Å:
C 0.766 -0.175 1.054
C 0.389 -0.362 -0.388
N 1.041 -1.287 -0.945
O -0.552 0.381 -1.079
C -1.492 1.140 -0.453
O -2.273 1.793 -1.076
H 0.147 -0.794 1.712
H 0.820 0.843 1.457
H 1.722 -0.698 0.966
H 0.746 -1.533 -1.880
H -1.461 1.076 0.645

---

Record 5
DFT (ωB97M-V/def2-TZVPD) results for an isolated ion of composition C13H16N5O and charge +1 at a distorted geometry.

Summary:
HOMO-LUMO gap: 6.9 eV
Highest occupied orbital energy: -0.4351 Ha
SMILES: CNCc1n[nH]c(=[NH2+])c(CC=O)c1-c1ccccn1
E: -23224.567 eV
Net charge: +1
Multiplicity: 1

Atoms and positions in Å:
C -1.728 1.961 2.618
N -2.708 0.862 2.370
C -2.550 0.270 1.005
C -1.295 -0.771 0.926
N -1.338 -1.756 1.917
N -0.370 -2.669 1.893
C 0.638 -2.621 0.906
N 1.628 -3.731 0.968
C 0.860 -1.589 -0.222
C 2.061 -1.600 -1.282
C 3.419 -1.442 -0.402
O 3.341 -0.775 0.671
C -0.281 -0.493 -0.215
C -0.311 0.689 -1.258
C 0.664 1.862 -1.091
C 0.769 3.102 -2.033
C -0.302 3.036 -3.184
C -1.224 1.802 -3.169
N -1.258 0.678 -2.315
H -1.945 2.449 3.641
H -0.646 1.575 2.624
H -1.891 2.760 1.805
H -2.556 0.165 3.110
H -2.442 1.144 0.286
H -3.470 -0.354 0.751
H -0.383 -3.422 2.612
H 2.371 -3.518 1.647
H 1.993 -3.933 0.029
H 1.984 -0.631 -1.889
H 2.087 -2.543 -1.932
H 4.396 -1.945 -0.714
H 1.380 1.822 -0.192
H 1.509 3.951 -1.905
H -0.381 3.867 -3.975
H -2.023 1.797 -4.001

---

Record 6
DFT (ωB97M-V/def2-TZVPD) results for C5H14N2 as an isolated structure at a distorted geometry.

Summary:
ΔE to the lowest compared entry with this formula, charge and spin: 79.6 kcal/mol
HOMO-LUMO gap: 7.5 eV
Highest occupied orbital energy: -0.2513 Ha
E: -8389.169 eV
Net charge: 0
Multiplicity: 1

Atoms and positions in Å:
C -1.576 -0.661 0.122
C -0.242 -1.524 -1.854
C -0.374 -0.429 -0.804
N 0.092 1.842 -0.444
C -0.282 0.927 -1.312
H 0.259 2.768 -0.822
H 0.880 1.295 0.482
H -0.269 1.106 -2.388
H -2.494 -0.740 -0.466
H -1.454 -1.592 0.677
H -0.073 -2.489 -1.375
H -1.152 -1.608 -2.452
H -1.691 0.157 0.831
H 0.594 -1.331 -2.528
C 1.601 0.433 1.445
N 0.781 0.505 2.640
H 0.023 -0.166 2.598
H 0.354 1.419 2.742
H 2.006 -0.575 1.360
H 2.484 1.064 1.574
H 0.532 -0.403 -0.024

---

Record 7
DFT (ωB97M-V/def2-TZVPD) results for a 3-piece molecular cluster, C4H8N2O2 overall at a distorted geometry.

Summary:
ΔE to the lowest compared entry with this formula, charge and spin: 65.7 kcal/mol
HOMO-LUMO gap: 7.9 eV
Highest occupied orbital energy: -0.2760 Ha
E: -11351.264 eV
Net charge: 0
Multiplicity: 1

Atoms and positions in Å:
C 0.212 2.470 -1.094
C 0.617 2.477 0.180
C -3.232 -0.909 0.113
C 0.313 1.407 1.091
N 0.679 0.207 0.767
N 1.329 -2.607 0.091
O -2.284 -1.359 0.568
O -4.181 -0.488 -0.366
H 0.232 3.352 -1.714
H -0.221 1.589 -1.543
H 0.986 3.391 0.626
H 0.402 -0.595 1.316
H 1.240 -0.033 -0.056
H 1.699 -3.187 0.834
H 1.844 -2.838 -0.751
H 0.364 -2.879 -0.059

---

Record 8
DFT (ωB97M-V/def2-TZVPD) results for a 2-piece molecular cluster, C8H21P overall at a distorted geometry.

Summary:
HOMO-LUMO gap: 8.9 eV
Highest occupied orbital energy: -0.2925 Ha
SMILES: CCCCCC.CPC
E: -17923.754 eV
Net charge: 0
Multiplicity: 1

Atoms and positions in Å:
C 3.269 -1.792 3.563
P 1.926 -0.784 2.653
C 0.228 -1.382 3.315
H 2.806 -2.412 4.472
H 3.678 -2.594 2.785
H 4.144 -1.162 4.021
H 2.100 0.640 2.789
H -0.364 -0.577 3.927
H -0.392 -1.725 2.366
H 0.455 -2.363 3.956
C -0.158 2.150 0.145
C -0.160 0.685 -0.268
C 0.261 0.467 -1.723
C -0.652 1.107 -2.775
C -2.119 0.673 -2.723
C -2.317 -0.813 -2.978
H -0.882 2.733 -0.431
H -0.425 2.242 1.203
H 0.833 2.593 0.007
H -1.148 0.252 -0.085
H 0.539 0.143 0.380
H 0.330 -0.611 -1.909
H 1.276 0.861 -1.863
H -0.250 0.874 -3.769
H -0.606 2.198 -2.682
H -2.674 1.233 -3.485
H -2.565 0.943 -1.759
H -1.915 -1.098 -3.955
H -3.385 -1.057 -2.967
H -1.831 -1.424 -2.212

---

Record 9
DFT (ωB97M-V/def2-TZVPD) results for C46H26Cl7N4O2PSn as an isolated structure.

Summary:
ΔE to the lowest compared entry with this formula, charge and spin: 0.0 kcal/mol
HOMO-LUMO gap: 7.3 eV
Highest occupied orbital energy: -0.2786 Ha
E: -160959.168 eV
Net charge: 0
Multiplicity: 1

Atoms and positions in Å:
Sn -1.301 0.262 0.078
Cl -7.412 -1.981 2.634
C -5.763 -1.463 2.540
C -5.320 -0.881 1.363
C -4.004 -0.452 1.233
N -3.442 0.013 0.028
C -4.166 0.249 -1.084
O -5.380 0.356 -1.191
C -3.344 0.263 -2.362
C -3.974 0.441 -3.583
C -3.224 0.298 -4.737
C -1.881 -0.042 -4.637
C -1.327 -0.180 -3.380
N -2.042 -0.013 -2.266
C -3.120 -0.581 2.328
C -3.578 -1.188 3.494
C -4.890 -1.626 3.601
Cl -5.395 -2.365 5.085
N -1.831 -0.029 2.157
C -1.062 0.303 3.212
O -1.208 -0.001 4.389
C 0.070 1.247 2.876
C 0.751 1.886 3.903
C 1.713 2.821 3.572
C 1.975 3.082 2.232
C 1.267 2.383 1.276
N 0.328 1.486 1.595
H -6.005 -0.764 0.540
H -5.032 0.661 -3.590
H -3.683 0.432 -5.708
H -1.268 -0.190 -5.515
H -0.281 -0.440 -3.251
H -2.911 -1.311 4.330
H 0.490 1.644 4.923
H 2.258 3.344 4.348
H 2.723 3.803 1.930
H 1.447 2.542 0.218
C 5.482 0.482 2.773
C 4.286 -0.122 3.143
C 3.306 -0.362 2.195
C 3.501 -0.010 0.856
C 4.706 0.586 0.494
C 5.690 0.830 1.449
P 2.089 -0.299 -0.294
C 2.811 -0.339 -1.984
C 3.296 0.853 -2.536
C 3.745 0.905 -3.848
C 3.693 -0.231 -4.645
C 3.203 -1.416 -4.116
C 2.767 -1.471 -2.797
C 1.770 -2.061 0.043
C 2.863 -2.880 0.223
C 2.744 -4.262 0.416
C 1.504 -4.822 0.388
C 0.351 -4.032 0.184
C -0.898 -4.689 0.093
C -2.022 -3.983 -0.167
C -1.953 -2.576 -0.269
C -0.783 -1.872 -0.135
C 0.447 -2.605 0.044
H 6.248 0.673 3.515
H 4.115 -0.410 4.174
H 2.381 -0.845 2.495
H 4.901 0.846 -0.537
H 6.627 1.283 1.147
H 3.330 1.754 -1.932
H 4.123 1.838 -4.250
H 4.025 -0.190 -5.675
H 3.164 -2.308 -4.729
H 2.388 -2.405 -2.404
H 3.854 -2.444 0.205
H 3.628 -4.869 0.567
H 1.379 -5.893 0.506
H -0.929 -5.765 0.218
H -2.981 -4.478 -0.268
H -2.876 -2.056 -0.450
Cl 0.208 2.089 -2.481
C -0.736 3.042 -1.390
C -1.480 2.431 -0.383
C -2.245 3.283 0.425
Cl -3.256 2.686 1.686
C -2.225 4.672 0.256
Cl -3.169 5.690 1.270
C -1.437 5.246 -0.735
Cl -1.388 6.951 -0.932
C -0.696 4.425 -1.573
Cl 0.272 5.123 -2.816

---

Record 10
DFT (ωB97M-V/def2-TZVPD) results for a 10-piece molecular cluster, H22NO9 overall at a distorted geometry.

Summary:
ΔE to the lowest compared entry with this formula, charge and spin: 111.0 kcal/mol
HOMO-LUMO gap: 10.8 eV
Highest occupied orbital energy: -0.5184 Ha
E: -20266.469 eV
Net charge: +1
Multiplicity: 1

Atoms and positions in Å:
N 0.202 -0.903 -0.266
H 0.358 -0.668 -1.092
H 0.437 -0.102 0.207
H 0.580 -1.857 -0.142
H -0.826 -0.807 0.061
O -2.000 1.076 -1.452
H -2.543 1.710 -0.942
H -2.159 1.152 -2.437
O 2.421 2.566 -1.078
H 3.092 3.245 -0.781
H 1.553 2.583 -0.513
O 0.483 -2.978 -2.489
H 1.338 -3.336 -2.587
H -0.046 -3.780 -2.384
O 3.209 0.151 -0.043
H 2.924 1.018 -0.313
H 4.274 0.348 0.238
O -3.927 -1.063 -1.948
H -3.398 -0.506 -1.394
H -3.988 -1.024 -2.899
O 0.618 2.685 1.080
H -0.047 3.089 0.579
H 0.932 3.448 1.803
O 1.615 0.286 2.700
H 1.431 -0.468 3.184
H 2.222 0.016 2.002
O -1.417 0.559 1.970
H -2.153 1.092 1.685
H -0.714 1.176 1.856
O -1.173 -2.781 1.788
H -1.799 -2.226 1.613
H -1.484 -3.699 2.005

---

Record 11
DFT (ωB97M-V/def2-TZVPD) results for C49H56BrMnN4O5S3Sb as an isolated structure at a distorted geometry.

Summary:
ΔE to the lowest compared entry with this formula, charge and spin: 43.8 kcal/mol
HOMO-LUMO gap (alpha / beta): 4.6 / 4.5 eV
Highest occupied orbital energy (alpha / beta): -0.2129 / -0.2137 Ha
E: -208326.159 eV
Net charge: 0
Multiplicity: 6

Atoms and positions in Å:
Mn 0.805 -0.822 0.717
O -3.062 0.703 4.478
C -2.602 -0.517 4.889
C -2.968 -1.055 6.118
C -2.479 -2.290 6.510
C -1.638 -3.004 5.671
C -1.274 -2.462 4.449
C -1.742 -1.220 4.048
C -1.238 -0.610 2.748
O 0.039 -0.946 2.491
N -2.117 -1.087 1.635
N -1.594 -0.973 0.410
C -2.350 -0.964 -0.627
C -1.854 -0.985 -1.973
Br 0.074 -0.905 -2.113
C -2.652 -0.960 -3.054
C -2.339 -1.025 -4.472
C -1.256 -1.734 -5.002
C -1.029 -1.755 -6.367
C -1.875 -1.083 -7.235
C -2.973 -0.403 -6.727
C -3.205 -0.382 -5.365
H -3.511 1.137 5.210
H -3.629 -0.496 6.771
H -2.748 -2.686 7.480
H -1.257 -3.971 5.972
H -0.588 -2.980 3.792
H -1.366 0.490 2.813
H -3.107 -0.878 1.735
H -3.437 -0.964 -0.516
H -3.707 -0.831 -2.827
H -0.609 -2.298 -4.349
H -0.184 -2.309 -6.754
H -1.688 -1.099 -8.300
H -3.651 0.110 -7.394
H -4.060 0.153 -4.971
S 7.709 0.667 -0.536
C 8.024 2.345 -0.373
C 6.887 3.057 -0.158
C 5.731 2.248 -0.118
C 6.001 0.917 -0.308
C 5.079 -0.201 -0.300
C 3.694 0.030 -0.193
N 2.799 -0.923 -0.043
C 3.224 -2.220 -0.076
C 4.574 -2.557 -0.316
C 4.904 -3.945 -0.437
C 3.964 -4.908 -0.320
C 2.595 -4.594 -0.034
C 1.583 -5.544 0.047
C 0.278 -5.134 0.313
C 0.070 -3.775 0.596
N 0.998 -2.844 0.502
C 2.255 -3.235 0.137
C -0.848 -6.046 0.256
C -2.180 -5.743 0.146
C -3.003 -6.885 0.025
C -2.299 -8.047 0.047
S -0.614 -7.768 0.217
C 5.504 -1.523 -0.393
H 9.036 2.702 -0.439
H 6.876 4.128 -0.031
H 4.736 2.632 0.064
H 3.316 1.046 -0.224
H 5.937 -4.199 -0.637
H 4.227 -5.951 -0.440
H 1.801 -6.589 -0.128
H -0.908 -3.437 0.916
H -2.562 -4.734 0.124
H -4.075 -6.844 -0.088
H -2.666 -9.054 -0.031
H 6.555 -1.747 -0.523
C 2.676 1.043 2.777
S 1.676 2.081 1.707
O 0.837 2.856 2.598
O 2.565 2.900 0.896
O 0.863 1.176 0.836
H 3.050 1.687 3.566
H 3.493 0.616 2.207
H 2.014 0.276 3.178
C 1.903 5.997 -0.498
C 0.607 6.032 0.300
C 0.903 6.196 1.784
C -0.315 7.133 -0.201
Sb -0.274 3.928 0.082
C -0.524 3.646 -2.230
C -0.832 4.918 -2.999
C 0.819 3.054 -2.628
C -1.629 2.623 -2.422
C -2.363 3.996 1.085
C -3.187 5.202 0.658
C -2.103 4.015 2.583
C -3.052 2.697 0.682
H 2.488 6.905 -0.311
H 1.702 5.944 -1.570
H 2.501 5.133 -0.203
H 1.514 7.089 1.954
H 1.442 5.327 2.161
H -0.020 6.302 2.355
H 0.211 8.095 -0.157
H -1.205 7.218 0.419
H -0.627 6.967 -1.229
H -0.026 5.646 -2.924
H -1.757 5.376 -2.648
H -0.962 4.678 -4.064
H 1.636 3.754 -2.450
H 0.820 2.783 -3.691
H 1.015 2.148 -2.051
H -2.613 3.080 -2.309
H -1.530 1.808 -1.701
H -1.572 2.185 -3.426
H -2.782 6.125 1.068
H -4.215 5.103 1.030
H -3.229 5.291 -0.428
H -1.556 4.911 2.877
H -1.505 3.159 2.888
H -3.052 3.997 3.133
H -3.459 2.765 -0.327
H -3.877 2.479 1.371
H -2.350 1.860 0.719